No. 1
32
Properties=species:S:1:pos:R:3:forces:R:3 method="wB97M-V/def2-TZVPD" orbital_gap_ev=10.076 charge=-1 de_lowest_kcal_mol=12.5
B -0.9018 -0.0884 -0.3637 -0.3 0.0 -1.1
H -1.6313 0.3574 -1.2907 0.5 -0.3 0.4
H -1.3575 0.2750 0.6711 -0.4 0.0 0.8
H -0.8164 -1.3181 -0.4436 0.0 0.3 0.1
H 0.2123 0.4158 -0.4395 0.3 0.0 -0.1
O 0.7181 -0.1945 2.6042 -0.1 1.0 -0.4
H 0.8261 0.7733 2.6093 0.2 -0.4 0.6
H 0.3097 -0.2411 1.7288 -0.3 -0.6 -0.1
O -1.6630 -2.4471 2.1279 0.0 -2.6 0.3
H -1.5926 -2.0109 1.3126 0.3 0.9 -2.2
H -1.7981 -1.7430 2.7049 -0.2 1.8 1.8
O 2.1314 -2.2674 0.1196 1.0 1.3 -0.9
H 2.8687 -1.8169 -0.3563 -0.2 -1.0 0.4
H 1.6145 -1.4557 0.2177 -0.7 -0.3 0.5
O 0.3641 2.3334 -3.2440 1.1 1.5 -0.6
H -0.5052 2.5122 -2.9328 -1.0 -0.2 0.5
H 0.5510 1.4169 -3.1509 0.0 -1.3 0.2
O 2.9073 1.1944 0.6802 -1.3 -0.2 0.0
H 3.2836 1.9516 0.2545 0.7 0.7 -0.4
H 1.9625 1.3221 0.4461 0.5 -0.6 0.2
O -1.2866 3.1353 -0.0058 -0.4 1.7 0.4
H -0.3958 3.3086 -0.3037 0.2 -0.2 -0.1
H -1.4642 2.2209 -0.1350 0.1 -1.6 -0.5
O -2.6253 2.7016 2.6008 0.3 1.7 -0.1
H -2.3536 2.7369 1.6856 0.7 1.2 -0.6
H -2.8432 1.8080 2.5773 -0.9 -2.7 0.9
O -0.0793 -4.1475 -0.7838 -1.4 -1.2 -1.8
H 0.6020 -4.2053 -0.1624 1.6 0.2 1.5
H -0.4528 -3.2870 -0.6947 -0.3 1.1 0.2
O 1.1523 -0.8336 -2.9965 1.2 -0.9 -1.8
H 1.4601 -1.7454 -2.8797 -0.1 0.2 -0.3
H 0.8031 -0.6616 -2.1573 -1.2 0.7 2.3

No. 2
16
Properties=species:S:1:pos:R:3:forces:R:3 method="wB97M-V/def2-TZVPD" orbital_gap_ev=9.530 de_lowest_kcal_mol=0.0
C 0.9951 0.0002 -0.2532 0.2 -0.1 -0.1
C 0.3823 1.2300 -0.0558 0.2 -0.1 0.0
C 0.3824 -1.2318 -0.0694 0.1 0.1 0.0
C -0.9287 -1.4089 0.3404 -0.6 1.0 0.1
C -0.9316 1.4104 0.3300 -0.8 -1.0 0.2
O -5.0903 -1.2417 -0.0771 -0.1 -0.5 0.2
O -5.1466 1.1986 0.0169 -0.1 0.4 0.2
O -3.4094 0.0671 -1.2694 0.4 -0.1 0.5
O -3.2375 -0.0250 1.1950 -0.6 0.0 -0.1
P -1.8719 -0.0020 0.5266 1.8 0.0 -0.4
S -4.4315 0.0008 -0.2273 -0.6 0.2 -0.4
H 2.0284 0.0072 -0.5613 0.1 0.0 0.0
H 0.9882 2.1157 -0.1981 0.0 0.1 0.0
H 0.9749 -2.1223 -0.2351 0.0 0.0 0.0
H -1.3529 -2.3876 0.5018 -0.1 0.0 0.0
H -1.3664 2.3871 0.4667 -0.1 0.0 0.0

No. 3
59
Properties=species:S:1:pos:R:3:forces:R:3 method="wB97M-V/def2-TZVPD" orbital_gap_ev=9.480 de_lowest_kcal_mol=82.9 smiles="COCC(=O)N1CCC(Oc2ccc(C(=O)NCc3cc(C(C)C)no3)cc2)CC1"
C -8.2104 1.6989 -1.4009 0.0 0.0 -0.1
H -7.5559 1.0014 -1.9356 0.0 0.0 0.0
O -8.0085 1.6357 -0.0095 0.1 0.0 0.2
C -8.2620 0.3551 0.5259 -0.2 0.0 0.0
H -8.2540 0.4660 1.6139 0.0 0.0 -0.1
C -7.2470 -0.7157 0.1038 -0.4 0.2 0.1
O -7.6197 -1.7334 -0.4532 -0.2 -0.2 -0.1
N -5.9531 -0.4872 0.4012 0.3 -0.1 0.1
C -5.3927 0.6987 1.0048 0.0 0.4 0.1
H -4.7952 0.3946 1.8715 -0.1 0.1 0.0
C -4.4822 1.4138 0.0037 0.2 -0.2 0.2
H -5.0726 1.7635 -0.8436 0.0 0.0 0.0
H -4.0205 2.2745 0.4875 0.0 0.1 0.0
C -3.3882 0.4699 -0.5042 -0.3 0.2 -0.7
C -4.0230 -0.8122 -1.0605 0.2 0.1 0.4
C -4.9437 -1.4389 -0.0143 0.0 -0.3 -0.3
H -4.3555 -1.7344 0.8610 -0.1 0.0 0.0
H -5.4541 -2.3130 -0.4214 0.1 0.1 0.1
H -4.5956 -0.5622 -1.9550 0.0 0.0 -0.1
H -3.2500 -1.5321 -1.3323 0.0 0.0 -0.1
O -2.5437 0.1922 0.6028 0.1 0.0 0.2
C -1.2991 -0.3103 0.4152 0.3 -0.1 0.1
C -0.6965 -0.5607 -0.8149 -0.4 0.2 -0.1
C 0.5952 -1.0535 -0.8694 0.2 -0.1 0.3
C 1.3108 -1.3159 0.2923 -0.3 0.0 0.1
C 0.6938 -1.0866 1.5223 0.1 0.0 -0.1
C -0.5845 -0.5849 1.5857 -0.2 0.1 -0.1
H -1.0635 -0.3950 2.5332 -0.1 0.0 0.1
H 1.2441 -1.3117 2.4229 0.0 0.0 0.1
C 2.6914 -1.8690 0.3010 0.0 0.0 -0.2
O 3.1301 -2.5259 1.2254 0.0 0.0 0.2
N 3.4278 -1.6039 -0.8117 0.1 0.1 -0.3
H 3.1027 -0.9243 -1.4802 -0.1 0.0 0.1
C 4.8127 -2.0074 -0.9154 0.0 0.0 -0.1
C 5.7312 -0.8372 -0.7862 0.6 0.1 0.6
C 6.6852 -0.5029 0.1277 -0.5 -0.2 -0.5
C 7.1687 0.7553 -0.3240 -0.4 -0.1 -0.3
N 6.5367 1.1149 -1.4088 0.7 1.0 0.1
O 5.6441 0.1398 -1.7093 -0.5 -0.9 0.0
C 8.2359 1.6034 0.2816 0.1 0.0 0.1
C 9.5731 0.8609 0.2446 -0.1 0.2 -0.1
H 9.8338 0.5977 -0.7779 0.1 -0.1 -0.1
H 9.5206 -0.0512 0.8349 0.0 -0.1 0.1
H 10.3604 1.4908 0.6514 0.1 0.0 0.1
C 7.8598 1.9811 1.7151 0.0 0.1 -0.2
H 6.9069 2.5049 1.7336 -0.1 0.0 0.1
H 7.7782 1.0924 2.3367 0.0 -0.1 0.1
H 8.6204 2.6312 2.1406 0.1 0.0 0.1
H 8.3118 2.5115 -0.3240 0.0 -0.1 0.0
H 6.9914 -1.0622 0.9854 0.0 -0.2 0.2
H 5.0015 -2.7129 -0.1030 0.0 0.1 -0.2
H 4.9753 -2.4987 -1.8819 0.0 0.0 0.2
H 1.0226 -1.2623 -1.8395 0.0 0.0 -0.1
H -1.2193 -0.3791 -1.7409 -0.1 0.0 0.0
H -2.8134 0.9813 -1.2900 0.0 -0.1 0.2
H -6.1797 1.3759 1.3266 0.1 -0.1 0.0
H -9.2512 -0.0067 0.2135 0.2 0.0 0.1
H -9.2498 1.4659 -1.6586 0.0 0.0 0.0
H -7.9812 2.7201 -1.6996 0.0 0.0 -0.1

No. 4
82
Properties=species:S:1:pos:R:3:forces:R:3 method="wB97M-V/def2-TZVPD" orbital_gap_ev=6.869 de_lowest_kcal_mol=0.0
C 48.1340 9.6580 33.4420 1.8 -1.3 1.4
C 49.5280 9.7480 32.8580 -2.2 -2.2 0.3
N 50.5550 8.7160 33.4350 1.2 4.2 -1.2
C 50.6170 8.8730 34.8830 -3.3 -1.0 2.5
C 50.3530 7.3700 32.9140 -6.0 -0.4 -1.6
C 50.2230 7.2410 31.4010 0.6 3.7 -1.7
C 51.8900 9.2070 32.9670 5.3 -2.8 2.7
C 52.6200 10.4360 33.6170 0.1 0.3 -0.8
O 54.0030 10.6150 33.1800 -1.6 -0.6 0.5
C 54.5750 11.7510 33.8110 7.2 -6.5 0.3
H 47.5250 10.3920 33.0270 -1.0 1.3 -0.8
H 48.2230 9.7970 34.5000 -0.5 0.3 0.7
H 47.7310 8.6880 33.2730 -0.6 -0.8 -0.2
H 49.7430 10.7480 32.8460 2.1 2.4 1.1
H 49.3050 9.6560 31.8380 0.7 -1.2 -1.6
H 50.8630 9.8200 35.3490 -0.2 0.5 -1.0
H 51.2600 8.1900 35.2940 2.4 -2.0 0.4
H 49.6970 8.4830 35.4270 0.5 0.7 -1.3
H 49.3570 7.0050 33.3000 1.0 0.6 0.2
H 50.9910 6.6190 33.0740 3.3 -1.9 2.5
H 49.6980 6.4050 30.9310 -1.1 0.5 0.7
H 51.1580 6.9890 30.9920 1.8 -0.3 -0.2
H 50.1330 8.3400 30.9420 -0.7 -2.8 0.4
H 52.0220 9.1350 31.9460 -0.6 0.7 -2.4
H 52.7100 8.3430 33.2180 -2.2 1.4 0.0
H 52.6940 10.4380 34.6870 -0.5 -0.5 0.6
H 52.0650 11.2960 33.3080 -0.3 1.1 0.0
H 55.5430 11.9300 33.2550 -0.9 -0.4 0.3
H 54.9890 11.7630 34.8540 -1.0 -1.3 -0.3
H 54.1560 12.5690 33.7230 -5.3 7.7 -1.2
O 52.1930 5.6020 35.2830 -0.3 2.1 2.6
H 52.2710 5.1860 34.4740 0.3 -1.5 -2.7
C 51.9650 1.1190 36.2480 7.4 -2.0 -6.7
S 53.2350 2.3040 36.7090 1.1 0.0 0.4
O 54.1070 1.6320 37.7500 -0.7 0.3 -0.8
C 54.2820 2.4370 35.2400 -1.8 -2.6 -0.5
H 52.4560 0.1750 35.6810 -1.0 1.8 2.0
H 51.4030 1.5160 35.5210 -2.6 1.8 -2.2
H 51.5850 1.0060 37.0940 -4.0 -1.8 7.0
H 55.2290 2.5580 35.5870 2.9 -0.4 1.3
H 54.1640 3.2640 34.6950 -1.4 4.3 -1.3
H 54.2390 1.8110 34.3430 -0.1 -1.4 0.9
C 54.0900 7.4940 37.8130 -2.0 -0.4 -0.6
S 55.5370 7.1650 36.8520 1.7 0.3 1.8
O 56.6950 7.5120 37.7840 -0.8 0.1 -1.2
C 55.4600 5.4040 37.0010 -5.2 3.0 1.6
H 53.9550 8.4960 38.1930 0.7 0.6 -0.3
H 54.1440 6.8500 38.6960 -0.4 -0.1 -0.3
H 53.2170 7.3200 37.1000 0.8 -0.4 1.1
H 55.1360 4.9520 37.8830 0.1 0.4 2.8
H 56.2680 4.9960 36.7610 7.3 -2.9 -2.2
H 54.7150 4.9190 36.5050 -2.4 -0.5 -2.9
C 51.7070 1.7680 31.7140 2.6 2.3 6.5
S 51.3810 3.5270 31.7760 -3.5 0.8 -1.6
O 50.3240 3.8360 30.6310 2.3 -0.4 1.6
C 50.2630 3.4580 33.1780 4.9 -1.0 0.4
H 50.9440 1.2020 32.1360 -1.0 -1.1 0.8
H 52.7930 1.6290 32.0560 -1.7 -0.1 0.5
H 51.8410 1.6590 30.7960 0.5 -1.5 -8.3
H 50.6500 2.7360 33.8760 0.6 0.5 0.9
H 49.3810 3.1000 32.9880 -5.0 -2.4 -2.3
H 50.0700 4.3920 33.5060 0.1 3.1 1.7
C 55.1720 6.4800 33.0730 0.8 -2.8 2.2
S 55.2440 5.6660 31.5290 1.0 -1.1 -0.6
O 54.3480 4.4810 31.4740 0.0 0.0 0.3
C 54.4440 6.9490 30.6930 -2.2 2.1 -0.9
H 54.2790 6.5030 33.6540 -1.5 -1.2 0.2
H 55.2910 7.4870 33.0320 1.6 3.0 -0.6
H 55.9460 5.9730 33.6940 -0.5 0.7 -0.2
H 53.3630 6.7690 30.8600 0.3 0.0 0.1
H 54.5010 6.9640 29.5700 0.6 0.1 1.2
H 54.6590 7.9030 31.2630 0.0 -0.8 -1.5
C 50.9110 4.6800 38.3630 1.7 7.4 -3.2
S 49.8800 4.3330 37.0480 1.0 -3.8 0.0
O 49.1160 3.1360 37.6800 0.0 1.9 -1.1
C 49.0070 5.8100 37.1430 1.4 3.3 -1.3
H 51.8100 5.4330 38.0800 -2.5 -1.0 0.6
H 51.4440 3.9290 38.4850 4.8 -7.5 0.8
H 50.5010 4.7750 39.2810 -2.1 1.2 2.7
H 48.4400 5.6050 37.9680 -2.9 -0.3 1.6
H 48.5880 5.8840 36.1030 -0.3 0.8 1.5
H 49.6230 6.7500 37.5810 -1.0 -2.2 -1.8